1) C2H7INO | ωB97M-V with the def2-TZVPD basis set

Properties
* SMILES: [NH3+]C[C@@H](O)I
* HOMO-LUMO gap (spin up / spin down): 8.877 / 8.877 eV
* total charge: +1
* highest occupied orbital energy (spin up / spin down): -13.51 / -13.51 eV

```
12
Properties=species:S:1:pos:R:3:mulliken_charge:R:1
N -0.28 -1.09 -0.33 -0.124
C 0.43 -0.06 0.46 -0.432
C -0.38 1.16 0.64 -0.503
O -0.73 1.69 -0.53 -0.480
I -2.35 0.03 1.78 -0.027
H -1.13 -1.27 0.17 0.102
H 0.11 -2.02 -0.45 0.358
H -0.64 -0.64 -1.12 0.344
H 1.41 0.16 0.04 0.382
H 0.56 -0.43 1.49 0.378
H -0.07 1.86 1.42 0.595
H -1.10 2.66 -0.39 0.409
```

2) C2H7INO | ωB97M-V with the def2-TZVPD basis set

Properties
* SMILES: C[C@@]([NH3+])(O)I
* HOMO-LUMO gap: 9.925 eV
* total charge: +1
* highest occupied orbital energy: -14.14 eV

```
12
Properties=species:S:1:pos:R:3:mulliken_charge:R:1
C 0.01 -0.22 -1.04 -1.314
C -0.71 0.37 0.12 0.088
N -0.07 0.11 1.39 -0.310
O -0.47 1.95 0.02 -0.483
I -2.84 -0.06 -0.11 0.261
H 1.13 -0.30 -0.82 0.364
H -0.50 -1.23 -1.29 0.405
H -0.29 0.34 -1.98 0.458
H 0.83 0.72 1.28 0.430
H -0.57 0.48 2.18 0.363
H 0.19 -0.99 1.50 0.422
H -0.05 2.07 -0.77 0.317
```

3) C2H7INO | ωB97M-V with the def2-TZVPD basis set

Properties
* HOMO-LUMO gap: 9.572 eV
* total charge: +1
* highest occupied orbital energy: -15.05 eV

```
12
Properties=species:S:1:pos:R:3:mulliken_charge:R:1
C 0.22 -1.37 -0.47 -0.895
C 1.07 -0.75 0.56 0.308
N -0.12 1.57 0.14 -0.741
O 0.56 -0.68 1.74 -0.333
I 2.78 0.04 -0.11 0.436
H -0.60 -2.01 -0.05 0.326
H -0.14 -0.45 -0.90 0.340
H 0.92 -1.83 -1.20 0.372
H -0.20 2.34 0.78 0.253
H 0.52 2.01 -0.56 0.282
H -1.04 1.57 -0.13 0.226
H 0.88 0.09 2.24 0.425
```

Energy ordering: 1) at the bottom, the next structure 0.748 eV above.

1) C24H25N7O3Se2Ti | ωB97M-V with the def2-TZVPD basis set

Properties
* multiplicity: 3
* HOMO-LUMO gap (spin up / spin down): 6.872 / 6.621 eV
* total charge: 0
* highest occupied orbital energy (spin up / spin down): -8.03 / -8.10 eV

```
62
Properties=species:S:1:pos:R:3:mulliken_spin:R:1
Ti 0.96 -0.26 -0.37 0.585
C -1.71 3.72 3.73 0.000
Se -1.12 2.19 2.68 0.007
C 0.09 1.47 4.01 -0.004
C 1.41 2.20 4.13 0.000
Se 2.68 1.77 2.72 0.016
C 3.14 -0.01 3.32 -0.002
H -2.10 3.37 4.68 0.000
H -2.50 4.21 3.17 0.000
H -0.90 4.42 3.89 0.000
H 0.24 0.43 3.72 0.004
H -0.45 1.47 4.96 0.001
H 1.89 1.98 5.09 0.000
H 1.28 3.28 4.07 0.000
H 3.53 0.02 4.34 0.000
H 3.91 -0.38 2.64 0.001
H 2.28 -0.67 3.26 0.001
C -1.75 1.08 -1.58 0.036
N -0.79 -0.05 -1.59 -0.031
C -1.11 -1.11 -2.27 0.017
C -0.27 -2.23 -2.18 -0.009
C -0.22 -3.49 -2.77 0.001
C 0.89 -4.14 -2.22 0.005
C 1.47 -3.24 -1.32 0.004
N 0.77 -2.09 -1.29 -0.005
C -3.16 0.63 -1.26 -0.026
C -4.20 0.86 -2.15 0.000
C -5.49 0.44 -1.85 0.000
C -5.74 -0.23 -0.66 0.000
C -4.70 -0.46 0.23 0.001
C -3.42 -0.03 -0.06 0.004
H -1.73 1.59 -2.55 0.001
H -1.42 1.79 -0.83 -0.007
H -2.03 -1.13 -2.86 0.001
H -0.92 -3.89 -3.49 0.000
H 1.23 -5.14 -2.43 0.000
H 2.33 -3.38 -0.68 0.000
H -4.00 1.38 -3.08 0.000
H -6.29 0.63 -2.55 0.000
H -6.74 -0.56 -0.43 0.000
H -4.89 -0.99 1.16 0.000
H -2.61 -0.21 0.64 0.004
O 4.90 -1.12 0.06 0.013
C 3.83 -0.75 -0.35 -0.006
O 2.70 -0.77 0.31 0.041
C 3.65 -0.22 -1.76 0.010
C 4.69 -0.09 -2.65 -0.001
C 4.40 0.39 -3.92 0.005
C 3.10 0.72 -4.25 -0.003
C 2.11 0.56 -3.29 0.018
N 2.39 0.10 -2.07 -0.037
H 5.68 -0.36 -2.34 0.000
H 5.19 0.51 -4.65 0.000
H 2.84 1.09 -5.23 0.000
H 1.07 0.79 -3.49 -0.001
O 1.03 2.79 -0.60 0.639
N 1.01 1.66 -0.29 0.729
N -3.11 -3.20 3.18 0.005
C -2.04 -2.78 3.04 -0.002
N -0.79 -2.33 2.94 0.009
C -0.43 -1.51 2.07 0.009
N -0.03 -0.70 1.30 -0.032
```

2) C24H25N7O3Se2Ti | ωB97M-V with the def2-TZVPD basis set

Properties
* multiplicity: 3
* HOMO-LUMO gap (spin up / spin down): 6.569 / 6.279 eV
* total charge: 0
* highest occupied orbital energy (spin up / spin down): -7.44 / -8.04 eV

```
62
Properties=species:S:1:pos:R:3:mulliken_spin:R:1
Ti -0.44 -0.28 1.79 0.334
C -0.32 -0.80 -3.95 0.000
Se -1.02 -0.87 -2.14 0.012
C -2.27 0.61 -2.34 -0.001
C -1.62 1.98 -2.25 0.002
Se -1.18 2.46 -0.40 0.000
C -0.16 4.05 -0.84 0.000
H 0.47 -1.54 -4.03 0.000
H 0.11 0.18 -4.16 0.000
H -1.10 -1.03 -4.68 0.000
H -3.05 0.49 -1.59 -0.001
H -2.73 0.48 -3.32 0.000
H -2.30 2.74 -2.63 0.001
H -0.70 2.01 -2.84 -0.001
H -0.79 4.76 -1.37 0.000
H 0.72 3.80 -1.42 0.000
H 0.13 4.52 0.10 0.000
C 2.11 1.58 1.24 -0.040
N 1.52 0.25 1.29 0.166
C 2.32 -0.77 1.05 0.231
C 1.68 -2.01 0.87 0.193
C 2.18 -3.36 0.73 -0.020
C 1.12 -4.18 0.70 0.094
C -0.13 -3.36 0.84 0.007
N 0.35 -1.99 0.87 0.167
C 2.61 1.94 -0.14 -0.006
C 2.19 1.26 -1.28 0.008
C 2.62 1.66 -2.53 -0.012
C 3.46 2.76 -2.67 -0.002
C 3.88 3.45 -1.54 0.002
C 3.45 3.04 -0.28 0.004
H 2.94 1.64 1.96 0.007
H 1.36 2.30 1.56 0.006
H 3.39 -0.65 0.95 0.018
H 3.22 -3.64 0.67 -0.005
H 1.13 -5.25 0.59 -0.001
H -0.82 -3.50 0.00 0.008
H 1.51 0.42 -1.19 0.035
H 2.29 1.12 -3.41 0.000
H 3.79 3.08 -3.65 0.000
H 4.53 4.30 -1.63 0.000
H 3.79 3.58 0.60 -0.001
O -4.25 -0.72 0.54 -0.003
C -3.17 -1.04 0.96 0.020
O -2.07 -0.33 0.79 -0.002
C -2.92 -2.40 1.57 -0.108
C -3.53 -3.52 1.15 0.152
C -3.01 -4.81 1.56 -0.021
C -1.76 -4.89 2.04 0.075
C -0.92 -3.66 2.16 -0.018
N -1.81 -2.54 2.40 0.254
H -4.36 -3.43 0.46 0.006
H -3.62 -5.69 1.45 0.001
H -1.33 -5.84 2.33 0.003
H -0.22 -3.70 2.99 0.005
O -0.16 -1.37 3.37 0.014
N -1.47 -1.45 3.12 0.390
N -1.58 5.68 1.87 0.000
C -1.37 4.76 2.53 0.000
N -1.07 3.76 3.35 0.000
C -0.92 2.57 3.00 0.004
N -0.71 1.42 2.79 0.022
```

Energy ordering: 1) at the bottom, the next structure 2.411 eV above.

1) H18O9 | ωB97M-V with the def2-TZVPD basis set

Properties
* SMILES: O.O.O.O.O.O.O.O.O
* HOMO-LUMO gap: 8.776 eV
* total charge: 0
* highest occupied orbital energy: -8.99 eV

```
27
Properties=species:S:1:pos:R:3:mulliken_charge:R:1
O -0.13 -0.01 -0.50 -0.527
H 0.36 -0.79 -0.20 0.290
H 0.53 0.69 -0.51 0.219
O 1.01 1.49 1.91 -0.572
H 1.33 0.73 1.41 0.265
H 1.05 1.21 2.83 0.288
O 4.04 -0.32 -1.56 -0.617
H 4.25 -1.21 -1.26 0.313
H 4.89 0.04 -1.83 0.310
O -2.49 3.82 2.18 -0.649
H -2.34 2.94 1.81 0.324
H -1.70 4.00 2.70 0.313
O -0.69 -3.10 2.13 -0.586
H 0.06 -3.45 1.64 0.287
H -1.46 -3.40 1.63 0.306
O -2.95 -0.97 1.95 -0.487
H -3.34 -1.72 1.49 0.254
H -2.95 -1.24 2.88 0.227
O -2.26 -0.23 0.40 -0.540
H -2.77 -0.45 -0.39 0.249
H -1.57 0.37 0.08 0.325
O 1.21 3.09 -1.05 -0.594
H 1.23 2.34 -1.66 0.297
H 1.16 3.86 -1.63 0.303
O 1.00 -2.82 -5.07 -0.632
H 1.66 -2.15 -5.28 0.320
H 0.87 -2.74 -4.12 0.313
```

2) H18O9 | ωB97M-V with the def2-TZVPD basis set

Properties
* SMILES: O.O.O.O.O.O.O.O.O
* HOMO-LUMO gap: 11.249 eV
* total charge: 0
* highest occupied orbital energy: -11.00 eV

```
27
Properties=species:S:1:pos:R:3:mulliken_charge:R:1
O -0.54 -0.53 0.17 -0.695
H -1.36 -0.95 0.43 0.276
H -0.77 0.41 0.10 0.324
O 0.44 0.97 -1.61 -0.615
H 0.92 1.26 -0.82 0.273
H 0.25 0.04 -1.44 0.370
O -0.40 -3.47 1.68 -0.557
H 0.23 -3.31 2.39 0.284
H -0.15 -4.34 1.34 0.276
O 1.18 2.33 2.62 -0.612
H 1.35 2.05 3.53 0.307
H 0.51 1.72 2.31 0.313
O 0.91 -2.91 -4.03 -0.634
H 0.24 -2.26 -3.80 0.314
H 1.14 -3.32 -3.19 0.320
O -2.90 -3.18 2.12 -0.580
H -3.40 -3.33 2.93 0.299
H -3.55 -2.81 1.51 0.299
O -2.41 2.06 -0.21 -0.626
H -2.33 2.06 -1.17 0.339
H -1.51 2.25 0.09 0.302
O 3.45 0.29 0.18 -0.590
H 3.54 1.21 -0.10 0.308
H 4.26 0.12 0.67 0.293
O 0.17 4.44 -1.16 -0.588
H 0.99 3.94 -1.21 0.302
H 0.36 5.25 -1.65 0.295
```

3) H18O9 | ωB97M-V with the def2-TZVPD basis set

Properties
* SMILES: O.O.O.O.O.O.O.O.O
* HOMO-LUMO gap: 7.600 eV
* total charge: 0
* highest occupied orbital energy: -7.60 eV

```
27
Properties=species:S:1:pos:R:3:mulliken_charge:R:1
O 1.76 0.64 -0.54 -0.666
H 1.41 -0.18 -0.16 0.337
H 0.98 1.20 -0.62 0.381
O -0.84 2.16 1.82 -0.602
H -0.88 1.89 2.74 0.301
H -0.80 1.33 1.33 0.296
O 3.83 -2.24 -2.35 -0.595
H 4.68 -2.62 -2.11 0.303
H 3.98 -1.86 -3.23 0.307
O 0.49 -1.61 -0.46 -0.622
H -0.17 -2.20 -0.09 0.239
H 1.32 -1.94 -0.11 0.311
O -0.22 4.09 0.21 -0.589
H -0.04 4.64 0.98 0.286
H 0.41 4.39 -0.45 0.298
O -1.49 -1.97 -1.47 -0.590
H -2.20 -1.45 -1.85 0.261
H -1.75 -2.88 -1.63 0.281
O -1.27 -1.76 1.94 -0.585
H -1.16 -1.16 1.19 0.244
H -1.25 -2.64 1.54 0.347
O 0.86 2.01 0.98 -0.624
H 1.08 2.32 1.86 0.318
H 1.09 1.07 0.99 0.274
O -3.35 -0.41 0.22 -0.607
H -3.63 0.24 -0.43 0.322
H -2.83 -1.04 -0.29 0.375
```

4) H18O9 | ωB97M-V with the def2-TZVPD basis set

Properties
* SMILES: O.O.O.O.O.O.O.O.O
* HOMO-LUMO gap: 10.345 eV
* total charge: 0
* highest occupied orbital energy: -10.86 eV

```
27
Properties=species:S:1:pos:R:3:mulliken_charge:R:1
O -3.19 1.33 0.53 -0.641
H -2.95 2.12 0.87 0.258
H -2.43 0.76 0.33 0.484
O 1.84 -2.75 -0.72 -0.592
H 1.46 -3.55 -0.31 0.351
H 1.00 -2.45 -1.10 0.300
O 0.41 1.72 1.31 -0.700
H -0.12 2.29 1.80 0.284
H 0.85 2.05 0.42 0.403
O -0.72 -2.43 2.21 -0.492
H -0.65 -1.86 1.51 0.271
H -0.53 -3.04 1.67 0.273
O -0.09 -1.34 -2.28 -0.744
H 0.54 -1.01 -2.98 0.326
H -0.70 -2.03 -2.65 0.306
O 1.78 2.02 -1.18 -0.766
H 2.14 1.40 -0.58 0.364
H 1.08 1.42 -1.55 0.402
O 1.78 0.36 3.60 -0.606
H 1.30 0.50 2.76 0.343
H 1.15 0.54 4.17 0.260
O -0.53 1.41 -2.34 -0.574
H -0.31 1.93 -3.10 0.278
H -0.95 0.64 -2.59 0.316
O -0.97 -0.28 0.21 -0.871
H -0.52 0.57 0.67 0.541
H -0.65 -0.29 -0.69 0.229
```

Energy ordering: 2) at the bottom, the next structure 0.987 eV above.

1) C7H10N2 | ωB97M-V with the def2-TZVPD basis set

Properties
* SMILES: CC1(C)Cc2cncn21
* HOMO-LUMO gap: 8.928 eV
* total charge: 0
* highest occupied orbital energy: -8.05 eV

```
19
Properties=species:S:1:pos:R:3:mulliken_charge:R:1
C -0.83 -1.83 0.51 -1.567
C -0.27 -0.43 0.54 1.346
C -0.73 0.30 1.79 -1.383
C 1.32 -0.40 0.37 -0.541
C 1.03 0.44 -0.87 0.530
C 1.52 1.16 -1.90 -1.160
N 0.41 1.79 -2.41 -0.399
C -0.74 1.65 -1.99 -0.126
N -0.30 0.42 -0.71 -0.211
H -1.91 -1.94 0.90 0.312
H -0.48 -2.52 1.28 0.344
H -0.74 -2.17 -0.55 0.381
H -1.85 0.36 1.79 0.345
H -0.12 1.25 1.81 0.328
H -0.57 -0.22 2.78 0.318
H 1.86 -1.32 0.04 0.296
H 1.67 0.28 1.15 0.270
H 2.45 1.29 -2.30 0.510
H -1.72 1.89 -2.24 0.406
```

2) C7H10N2 | ωB97M-V with the def2-TZVPD basis set

Properties
* SMILES: C[C@]12[C@@H]3[C@@H]4N[C@H]1[C@H]2N[C@@H]43
* HOMO-LUMO gap: 9.331 eV
* total charge: 0
* highest occupied orbital energy: -8.31 eV

```
19
Properties=species:S:1:pos:R:3:mulliken_charge:R:1
C 1.24 1.39 1.34 -1.434
C 0.46 0.40 0.42 0.763
C -0.67 0.89 -0.49 -0.420
C -1.62 -0.34 -0.51 -0.317
N -1.30 -1.38 0.43 -0.510
C 0.06 -1.03 0.84 -0.417
C 1.03 -0.87 -0.26 -0.439
N 0.49 -0.96 -1.61 -0.458
C -0.68 -0.11 -1.63 -0.405
H 0.50 1.84 2.01 0.342
H 1.97 0.83 1.95 0.327
H 1.76 2.16 0.74 0.321
H -1.05 1.89 -0.49 0.455
H -2.69 -0.29 -0.71 0.438
H -1.86 -1.11 1.24 0.275
H 0.36 -1.49 1.77 0.407
H 2.04 -1.22 -0.10 0.392
H 1.10 -0.61 -2.33 0.268
H -1.11 0.03 -2.61 0.410
```

3) C7H10N2 | ωB97M-V with the def2-TZVPD basis set

Properties
* SMILES: C#C[C@H]1[C@H](C)C=NN1C
* HOMO-LUMO gap: 9.279 eV
* total charge: 0
* highest occupied orbital energy: -8.26 eV

```
19
Properties=species:S:1:pos:R:3:mulliken_charge:R:1
C 2.96 -0.03 -0.77 0.006
C 1.93 -0.09 -0.14 -1.053
C 0.61 0.02 0.38 -0.039
C -0.18 1.18 -0.59 0.026
C -0.98 2.13 0.31 -1.349
C -1.07 0.16 -1.29 -0.329
N -1.08 -1.03 -0.83 -0.680
N -0.06 -1.31 0.02 0.349
C -0.34 -2.35 0.94 -0.938
H 3.71 -0.23 -1.50 0.418
H 0.60 0.27 1.38 0.473
H 0.51 1.60 -1.25 0.570
H -1.04 1.72 1.32 0.356
H -1.84 2.29 -0.21 0.348
H -0.59 3.07 0.36 0.403
H -1.67 0.47 -2.08 0.506
H -0.41 -1.96 2.01 0.285
H -1.41 -2.77 0.96 0.323
H 0.37 -3.15 1.00 0.326
```

4) C7H10N2 | ωB97M-V with the def2-TZVPD basis set

Properties
* SMILES: C1=N[C@@H]2CC[C@H]3C[C@]32N1
* HOMO-LUMO gap: 9.408 eV
* total charge: 0
* highest occupied orbital energy: -8.39 eV

```
19
Properties=species:S:1:pos:R:3:mulliken_charge:R:1
C -2.08 -0.11 -0.25 -0.209
N -1.78 0.99 0.29 -0.656
C -0.34 0.81 0.58 0.513
C 0.64 1.69 -0.16 -0.943
C 1.93 0.72 -0.26 -0.674
C 1.41 -0.69 -0.51 -0.351
C 1.07 -1.57 0.69 -0.893
C -0.02 -0.64 0.12 0.372
N -1.18 -1.11 -0.54 -0.301
H -3.20 -0.32 -0.35 0.310
H -0.04 0.93 1.67 0.295
H 0.74 2.60 0.28 0.404
H 0.24 1.97 -1.18 0.287
H 2.47 0.68 0.77 0.244
H 2.63 0.86 -1.11 0.363
H 1.68 -1.16 -1.44 0.410
H 0.89 -2.66 0.44 0.304
H 1.15 -1.31 1.83 0.247
H -1.57 -2.00 -0.37 0.278
```

Energy ordering: 2) at the bottom, the next structure 0.243 eV above.

1) C4H5NOS | ωB97M-V with the def2-TZVPD basis set

Properties
* HOMO-LUMO gap (spin up / spin down): 8.318 / 8.311 eV
* total charge: 0
* highest occupied orbital energy (spin up / spin down): -9.17 / -9.14 eV

```
12
Properties=species:S:1:pos:R:3:mulliken_charge:R:1
C 0.74 -1.41 -0.04 0.096
C -1.17 0.44 0.08 -0.033
C 1.25 0.01 -0.21 -0.632
C 0.16 1.01 0.23 -0.246
N -0.43 -1.75 0.14 -0.450
O -3.59 -0.38 -0.05 -0.485
S -2.73 0.80 -0.07 0.228
H 1.52 -2.16 -0.12 0.367
H 2.16 0.14 0.36 0.330
H 1.49 0.13 -1.27 0.278
H 0.28 1.93 -0.34 0.323
H 0.32 1.24 1.29 0.224
```

2) C4H5NOS | ωB97M-V with the def2-TZVPD basis set

Properties
* HOMO-LUMO gap: 9.136 eV
* total charge: 0
* highest occupied orbital energy: -8.87 eV

```
12
Properties=species:S:1:pos:R:3:mulliken_charge:R:1
C -0.66 0.73 -1.16 0.382
C 0.36 0.05 0.83 -0.217
C -0.51 -1.07 1.37 -0.278
C -0.63 -0.51 -0.06 -0.397
H 1.20 2.02 -1.48 0.340
H 0.17 1.00 1.16 0.293
H 0.13 -2.20 1.01 0.198
H -1.12 -0.92 2.38 0.270
H 0.02 -1.24 -0.50 0.305
N 0.70 1.01 -1.25 -0.272
O -1.50 0.88 -2.14 -0.571
S 1.82 0.24 -0.17 -0.053
```

Energy ordering: 1) at the bottom, the next structure 1.664 eV above.

1) C4H5NOS | ωB97M-V with the def2-TZVPD basis set

Properties
* HOMO-LUMO gap: 7.392 eV
* total charge: 0
* highest occupied orbital energy: -7.39 eV

```
12
Properties=species:S:1:pos:R:3:mulliken_charge:R:1
C -1.21 0.31 0.93 0.351
C -0.54 -0.65 1.55 -0.654
C 0.50 -1.07 0.67 -0.156
C 0.61 -0.16 -0.39 0.012
H -2.21 1.99 1.26 0.383
H -0.97 -1.24 2.40 0.315
H 1.10 -1.98 0.78 0.374
H 1.01 0.73 -2.44 0.103
H -0.60 1.46 -0.86 0.172
N -0.51 0.68 -0.24 -0.085
O -2.40 0.75 1.33 -0.562
S 1.77 -0.15 -1.67 -0.255
```

2) C4H5NOS | ωB97M-V with the def2-TZVPD basis set

Properties
* HOMO-LUMO gap (spin up / spin down): 5.078 / 5.077 eV
* total charge: 0
* highest occupied orbital energy (spin up / spin down): -7.33 / -7.33 eV

```
12
Properties=species:S:1:pos:R:3:mulliken_charge:R:1
C -1.23 -0.58 -0.17 -0.686
C -0.27 -1.53 -0.31 0.153
C 0.56 1.22 -0.14 0.016
C -0.79 0.69 0.51 -0.441
N 1.72 0.70 -0.11 -0.081
O 0.83 -1.55 0.22 -0.580
S 3.21 0.26 -0.06 0.047
H -2.24 -0.71 -0.47 0.402
H -0.69 -2.54 -0.84 0.203
H 0.60 2.17 -0.73 0.358
H -1.39 1.53 0.69 0.411
H -0.32 0.33 1.43 0.198
```

Energy ordering: 1) at the bottom, the next structure 2.659 eV above.